Record 1
Here is a molecular structure, C36H43N3O6PRe at a distorted geometry from the OMol25 dataset. Energies are from ωB97M-V with the def2-TZVPD basis set.

```
90
Properties=species:S:1:pos:R:3:lowdin_charge:R:1
Re 0.6970 0.5926 4.4444 1.8312
O 0.2793 -0.2949 8.3841 0.1590
C -0.0713 -0.3164 7.2270 -0.5100
O 0.7899 -0.3324 6.1888 -0.1945
C -1.5151 -0.1952 6.7251 -0.1033
C -1.8443 -0.9802 5.4073 -0.2036
C -3.3322 -1.0969 5.2371 -0.1114
C -3.7625 0.3485 4.9773 -0.0741
C -2.4069 1.1232 4.9545 -0.1689
O -1.5093 0.0598 4.3513 -0.2451
C -1.9043 1.2693 6.3743 -0.0871
C -0.6869 2.3011 6.5201 -0.5149
O -0.6314 3.2051 7.3249 0.1308
O 0.3068 2.2080 5.6540 -0.1585
H -2.0425 -0.6864 7.5772 0.1765
H -1.3113 -1.9447 5.2207 0.1733
H -3.7537 -1.4518 6.2133 0.1456
H -3.5744 -1.8470 4.4865 0.1246
H -4.4484 0.7260 5.7414 0.1310
H -4.3261 0.4415 4.0476 0.1233
H -2.3242 2.0273 4.3317 0.1768
H -2.6400 1.6034 7.0697 0.1548
C 4.6560 -0.7184 3.8168 -0.0054
C 3.2064 -0.5148 3.8746 -0.1472
N 2.5597 0.7306 4.2195 -0.1445
N 3.0195 1.8175 3.5991 0.1085
C 2.1447 2.2550 2.7058 -0.3598
O 0.8835 1.7931 2.7204 -0.1500
C 2.5137 3.0676 1.6090 -0.1826
C 3.8072 3.5848 1.6409 -0.0220
C 4.3076 4.3330 0.5991 -0.0531
C 3.4429 4.6658 -0.4643 -0.0449
C 2.2028 4.0282 -0.5708 -0.0572
C 1.7766 3.2124 0.4641 -0.0246
C 2.2669 -1.4120 3.3027 -0.1921
C 2.5440 -2.6178 2.6467 0.0396
C 1.5395 -3.2684 1.9197 0.0091
C 0.2729 -2.6587 1.8390 -0.0041
C 0.0045 -1.4869 2.5183 -0.0425
N 1.0035 -0.8631 3.2176 -0.1072
H 5.1501 0.2204 4.0410 0.0906
H 5.0497 -1.6384 4.3722 0.1365
H 4.8976 -0.9506 2.7625 0.1065
H 4.4833 3.4711 2.4710 0.1144
H 5.3344 4.6524 0.6252 0.1076
H 3.8818 5.2952 -1.2164 0.1042
H 1.4763 4.3307 -1.3551 0.1239
H 0.8507 2.6347 0.3205 0.1285
H 3.5727 -3.0301 2.6255 0.1403
H 1.8191 -4.0981 1.2857 0.1257
H -0.4982 -2.9922 1.1384 0.1273
H -0.9159 -0.9398 2.5359 0.1169
C -1.2874 0.3730 -6.9505 -0.1194
C -1.1238 0.9251 -5.5669 -0.6334
C -2.3071 1.9364 -5.1967 -0.0973
C 0.2659 1.7686 -5.5271 -0.0881
P -1.0246 -0.3198 -4.1068 1.1037
C 0.2874 -1.4016 -4.6687 -0.4131
C 0.1523 -2.5249 -5.4827 -0.0922
C 1.3039 -3.2104 -5.9046 -0.0632
C 2.5618 -2.8119 -5.4739 -0.1025
C 2.6491 -1.8102 -4.5635 -0.1151
C 1.5440 -1.0637 -4.1739 -0.1286
C -2.5361 -1.4225 -3.9542 -0.7060
C -3.0622 -1.8639 -5.3208 -0.1033
C -2.2608 -2.6971 -3.0962 -0.0928
C -3.6254 -0.6491 -3.2345 -0.1214
H -0.8064 1.1496 -7.6536 0.1092
H -2.3379 0.2437 -7.2546 0.0680
H -0.7015 -0.5533 -7.1126 0.0760
H -2.0974 2.9133 -5.6132 0.0652
H -2.3681 2.0598 -4.1425 0.0432
H -3.2735 1.6909 -5.6380 0.0737
H 0.0272 2.7521 -5.9425 0.0695
H 1.0942 1.3228 -6.0725 0.0732
H 0.5495 1.9548 -4.5007 0.0475
H -0.7943 -2.8571 -5.8748 0.0734
H 1.1599 -4.0317 -6.6007 0.1063
H 3.4631 -3.3177 -5.8118 0.1093
H 3.6585 -1.5455 -4.2150 0.1096
H 1.6180 -0.3993 -3.2452 0.1161
H -2.3842 -2.4066 -5.9678 0.0469
H -3.3997 -0.9690 -5.9443 0.0877
H -3.9742 -2.4617 -5.2573 0.0833
H -1.5342 -3.4398 -3.4691 0.0769
H -3.1419 -3.3349 -2.9371 0.0875
H -1.9238 -2.3376 -2.1553 0.0445
H -3.8096 0.2916 -3.7066 0.0467
H -3.2626 -0.3999 -2.2266 0.0774
H -4.5397 -1.2159 -3.1598 0.0838
```

Its total charge is +1. The expectation value of S² is 3.99. The calculation puts the strongest force on any atom at 6.143 eV/A. The frontier orbital gap (alpha / beta) comes out at 0.1813 / 0.1454 Ha. The calculation puts the calculated total energy at -66194.9080 eV. The calculation puts the LUMO energy (alpha / beta) at -0.1784 / -0.2143 Eh. Its multiplicity is 4.

Record 2
Here is a molecular structure, C13H23MnN9O2S from the OMol25 dataset. Energies are from ωB97M-V with the def2-TZVPD basis set.

```
49
Properties=species:S:1:pos:R:3:nbo_charge:R:1
Mn 0.0596 0.0655 -0.0910 0.7806
C -0.5968 -2.7604 -0.0448 -0.2355
C 0.7354 -2.7104 0.6791 -0.2390
N 1.4211 -1.4216 0.3922 -0.6208
C 2.2808 -0.9947 1.5184 -0.2333
C 1.4558 -0.5626 2.7332 -0.5220
S -0.1122 0.2649 2.2626 0.3193
C -1.3558 -1.0442 2.5739 -0.5241
C -2.1624 -1.3540 1.3259 -0.2304
N -1.3307 -1.4728 0.1040 -0.6115
H -0.4182 -2.9003 -1.1113 0.2259
H -1.2020 -3.6004 0.3027 0.2278
H 0.5969 -2.7923 1.7545 0.2019
H 1.3580 -3.5557 0.3835 0.2439
H 2.0136 -1.5592 -0.4228 0.4155
H 2.9687 -1.7907 1.8156 0.2327
H 2.8864 -0.1614 1.1670 0.2187
H 1.1843 -1.3940 3.3805 0.2459
H 2.0233 0.1328 3.3488 0.2668
H -0.8353 -1.9178 2.9570 0.2371
H -2.0189 -0.6958 3.3640 0.2674
H -2.7516 -2.2600 1.4940 0.2345
H -2.8785 -0.5491 1.1466 0.2006
H -1.9767 -1.4387 -0.6790 0.3930
N -1.3219 1.6271 -0.4612 -0.6033
N -1.7029 1.6855 -1.8154 -0.4258
C -1.1113 0.8553 -2.7109 0.6331
N -1.4407 1.0016 -3.9808 -0.7347
N -0.2779 -0.0453 -2.1607 -0.5353
N 0.3812 -0.9479 -3.0019 0.6502
O 1.2165 -1.6218 -2.4373 -0.3856
O 0.0611 -1.0734 -4.1636 -0.3622
H -2.1597 1.5432 0.1095 0.3923
H -0.8636 2.4999 -0.2034 0.3992
H -2.3228 2.4219 -2.1168 0.4204
H -2.0566 1.7410 -4.2789 0.4277
H -1.0557 0.3618 -4.6619 0.4664
N 4.7571 2.2764 -3.8197 -0.1822
C 4.1598 2.3658 -2.8441 0.2176
C 3.3946 2.4419 -1.6307 -0.1563
C 3.6544 3.3905 -0.6498 -0.0647
C 2.8524 3.3868 0.4804 -0.2218
C 1.8416 2.4524 0.5851 0.0429
N 1.5811 1.5226 -0.3562 -0.5020
C 2.3592 1.5341 -1.4425 0.0778
H 4.4578 4.1043 -0.7723 0.2650
H 3.0037 4.1031 1.2753 0.2610
H 1.2024 2.4532 1.4591 0.2080
H 2.1804 0.7824 -2.1949 0.2175
```

Its total charge is +2. The expectation value of S² is 0.77. The calculation puts the strongest force on any atom at 0.636 eV/A. The frontier orbital gap (alpha / beta) comes out at 0.3415 / 0.3168 Ha. The calculation puts the calculated total energy at -73499.0997 eV. The calculation puts the LUMO energy (alpha / beta) at -0.2234 / -0.2263 Eh. Its multiplicity is 2.

> Look up the multiplicity of the second one.

2